No. 1
{"formula": "C28H17BiF8N3O2S2", "method": "the ωB97M-V functional and the def2-TZVPD basis", "relative_energy_kj_mol": 18.68, "e_homo_ha": -0.1722, "spin_multiplicity": 1, "charge": -1, "symbols": ["Bi", "O", "C", "C", "C", "C", "C", "C", "C", "N", "C", "C", "N", "C", "C", "C", "C", "C", "C", "C", "O", "H", "H", "H", "H", "H", "H", "H", "H", "H", "H", "H", "H", "H", "H", "F", "C", "C", "F", "C", "F", "C", "S", "C", "F", "C", "F", "F", "C", "F", "F", "C", "C", "C", "C", "N", "C", "S", "H", "H", "H"], "positions_angstrom": [[-0.48, -0.65, 0.08], [-0.43, -2.78, -0.58], [-0.89, -3.53, -1.54], [-0.41, -4.84, -1.64], [-0.90, -5.72, -2.57], [-1.84, -5.32, -3.48], [-2.34, -4.03, -3.41], [-1.86, -3.10, -2.48], [-2.37, -1.75, -2.53], [-1.99, -0.72, -1.86], [-2.67, 0.54, -2.14], [-2.01, 1.69, -1.34], [-0.61, 1.47, -1.24], [0.25, 2.01, -2.03], [1.66, 1.72, -2.05], [2.47, 2.61, -2.78], [3.86, 2.55, -2.70], [4.43, 1.53, -1.90], [3.65, 0.58, -1.31], [2.25, 0.60, -1.40], [1.63, -0.41, -0.90], [0.33, -5.14, -0.91], [-0.50, -6.71, -2.69], [-2.22, -6.08, -4.16], [-3.07, -3.71, -4.12], [-3.19, -1.57, -3.25], [-3.72, 0.41, -1.79], [-2.61, 0.79, -3.19], [-2.40, 1.77, -0.29], [-2.26, 2.62, -1.81], [-0.05, 2.82, -2.75], [1.92, 3.39, -3.32], [4.46, 3.31, -3.23], [5.52, 1.55, -1.77], [4.07, -0.26, -0.77], [5.86, 1.94, 2.27], [4.78, 1.16, 2.31], [3.56, 1.56, 1.83], [3.37, 2.80, 1.32], [2.50, 0.67, 1.86], [1.33, 1.15, 1.34], [2.58, -0.64, 2.32], [1.25, -1.79, 2.19], [3.86, -1.00, 2.76], [4.17, -2.26, 3.17], [4.91, -0.14, 2.81], [6.12, -0.51, 3.23], [-5.55, 0.27, 2.97], [-4.62, 0.51, 3.92], [-5.28, 1.25, 4.87], [-4.36, -0.68, 4.47], [-3.40, 1.21, 3.39], [-3.02, 2.43, 3.97], [-1.90, 3.08, 3.52], [-1.15, 2.41, 2.59], [-1.52, 1.29, 1.98], [-2.69, 0.67, 2.30], [-3.24, -0.63, 1.33], [-3.60, 2.81, 4.80], [-1.52, 3.97, 4.04], [-0.15, 2.78, 2.30]]}



No. 2
{"formula": "C11H16N3S3", "method": "the ωB97M-V functional and the def2-TZVPD basis", "e_homo_ha": -0.4187, "spin_multiplicity": 1, "charge": 1, "symbols": ["C", "C", "N", "C", "C", "C", "S", "C", "S", "N", "C", "C", "N", "C", "C", "C", "S", "H", "H", "H", "H", "H", "H", "H", "H", "H", "H", "H", "H", "H", "H", "H", "H"], "positions_angstrom": [[1.29, -0.69, 2.09], [2.04, -0.77, 0.81], [2.30, 0.23, 0.03], [1.87, 1.63, 0.16], [0.62, 1.94, -0.65], [-0.66, 1.78, 0.15], [-2.10, 2.04, -0.91], [-3.27, 1.13, 0.10], [-4.15, 1.89, 1.21], [-3.30, -0.24, -0.13], [-3.83, -1.19, 0.72], [-3.62, -2.38, 0.08], [-3.01, -2.20, -1.13], [-2.83, -0.92, -1.24], [3.19, -0.13, -1.08], [2.81, -1.56, -1.41], [2.68, -2.27, 0.26], [0.83, 0.28, 2.24], [2.01, -0.83, 2.90], [0.58, -1.50, 2.15], [2.70, 2.24, -0.20], [1.76, 1.88, 1.21], [0.69, 2.97, -1.01], [0.55, 1.29, -1.52], [-0.68, 2.48, 0.99], [-0.70, 0.78, 0.57], [-4.28, -0.98, 1.67], [-3.91, -3.34, 0.49], [-2.36, -0.43, -2.08], [4.20, -0.08, -0.66], [3.19, 0.55, -1.92], [3.55, -2.07, -2.01], [1.83, -1.54, -1.88]]}



No. 3
{"formula": "C5H13FNOP", "method": "the ωB97M-V functional and the def2-TZVPD basis", "relative_energy_kj_mol": 41.44, "e_homo_ha": [-0.1821, -0.3513], "spin_multiplicity": 3, "charge": 0, "symbols": ["C", "C", "C", "C", "C", "N", "O", "F", "P", "H", "H", "H", "H", "H", "H", "H", "H", "H", "H", "H", "H", "H"], "positions_angstrom": [[1.14, 2.47, -1.68], [-1.79, -1.22, -2.02], [1.67, -0.86, 2.17], [0.37, 1.57, -0.74], [-1.22, -0.14, -1.11], [-0.30, 0.58, -1.57], [0.30, -0.76, 2.65], [-0.81, -2.90, 3.53], [-0.81, -1.94, 2.19], [1.69, 3.19, -1.01], [1.89, 1.84, -2.33], [0.42, 3.07, -2.32], [-1.88, -2.17, -1.44], [-2.76, -0.81, -2.22], [-1.04, -1.27, -2.73], [2.14, 0.05, 2.55], [1.63, -0.98, 1.12], [2.19, -1.72, 2.59], [1.14, 0.97, -0.01], [-0.38, 2.22, -0.20], [-1.99, -1.22, 2.57], [-1.59, 0.03, 0.00]]}



No. 4
{"formula": "C5H16NO4", "method": "the ωB97M-V functional and the def2-TZVPD basis", "relative_energy_kj_mol": 104.54, "e_homo_ha": -0.1882, "spin_multiplicity": 1, "charge": -1, "symbols": ["C", "O", "C", "C", "C", "C", "N", "H", "H", "H", "H", "H", "H", "H", "H", "H", "H", "H", "H", "O", "H", "H", "O", "H", "H", "O"], "positions_angstrom": [[1.53, -1.89, 1.05], [0.60, -2.53, 0.20], [1.44, -0.39, 0.97], [1.95, 0.22, -0.30], [1.58, 1.74, -0.44], [-0.16, 1.50, -1.96], [0.91, 2.10, -1.68], [1.35, -2.20, 2.09], [2.53, -2.29, 0.84], [1.90, -0.06, 1.92], [0.43, -0.10, 1.20], [1.56, -0.29, -1.18], [3.03, 0.11, -0.42], [2.50, 2.32, -0.36], [0.92, 1.93, 0.41], [-0.72, 1.80, -2.85], [-0.67, 0.70, -1.44], [-1.91, 0.58, 1.42], [-2.15, 2.17, 0.97], [-2.13, 1.61, 1.76], [-2.07, -0.89, 1.96], [-0.26, -2.12, 0.39], [-1.74, -0.73, 1.07], [-1.87, -1.61, -1.41], [-2.72, -0.61, -0.59], [-2.62, -1.01, -1.48]]}



No. 5
{"formula": "C26H29FN4O3", "method": "the ωB97M-V functional and the def2-TZVPD basis", "smiles": "COc1ccc(C(=O)NC[C@H](c2cccnc2)N2CCN(c3ccc(F)cc3)CC2)cc1OC", "relative_energy_kj_mol": 133.78, "e_homo_ha": -0.2825, "spin_multiplicity": 1, "charge": 0, "symbols": ["C", "O", "C", "C", "C", "C", "C", "O", "N", "C", "C", "C", "C", "C", "C", "N", "C", "N", "C", "C", "N", "C", "C", "C", "C", "F", "C", "C", "C", "C", "C", "C", "O", "C", "H", "H", "H", "H", "H", "H", "H", "H", "H", "H", "H", "H", "H", "H", "H", "H", "H", "H", "H", "H", "H", "H", "H", "H", "H", "H", "H", "H", "H"], "positions_angstrom": [[8.63, 0.60, -0.52], [7.35, 1.17, -0.36], [6.28, 0.35, -0.26], [6.33, -1.03, -0.28], [5.16, -1.78, -0.17], [3.94, -1.15, -0.01], [2.70, -1.97, 0.08], [2.52, -2.98, -0.57], [1.79, -1.51, 0.99], [0.42, -1.94, 0.98], [-0.38, -1.10, -0.04], [-0.19, 0.38, 0.21], [-0.38, 0.98, 1.46], [-0.18, 2.34, 1.60], [0.22, 3.07, 0.49], [0.43, 2.52, -0.70], [0.22, 1.22, -0.83], [-1.77, -1.53, -0.13], [-2.43, -1.08, -1.34], [-3.76, -1.83, -1.48], [-4.62, -1.62, -0.34], [-5.52, -0.56, -0.30], [-5.57, 0.42, -1.30], [-6.52, 1.42, -1.27], [-7.43, 1.46, -0.23], [-8.36, 2.45, -0.19], [-7.41, 0.51, 0.77], [-6.47, -0.50, 0.73], [-3.93, -2.03, 0.86], [-2.62, -1.26, 1.02], [3.88, 0.24, 0.01], [5.03, 1.00, -0.13], [5.07, 2.36, -0.15], [3.86, 3.07, -0.04], [8.90, -0.03, 0.33], [9.32, 1.43, -0.59], [8.69, 0.00, -1.44], [7.27, -1.55, -0.39], [5.20, -2.86, -0.20], [1.99, -0.63, 1.44], [0.40, -2.98, 0.67], [0.02, -1.85, 1.99], [0.06, -1.33, -1.02], [-0.68, 0.39, 2.31], [-0.33, 2.83, 2.55], [0.41, 4.13, 0.55], [0.40, 0.82, -1.81], [-1.79, -1.31, -2.20], [-2.62, 0.01, -1.32], [-4.27, -1.56, -2.40], [-3.54, -2.90, -1.52], [-4.87, 0.42, -2.11], [-6.56, 2.17, -2.04], [-8.14, 0.55, 1.57], [-6.48, -1.25, 1.49], [-4.55, -1.86, 1.74], [-3.71, -3.10, 0.79], [-2.12, -1.60, 1.93], [-2.85, -0.18, 1.12], [2.92, 0.73, 0.07], [3.17, 2.83, -0.86], [3.36, 2.88, 0.92], [4.14, 4.12, -0.10]]}



No. 6
{"formula": "C29H48BrNOP2Pt", "method": "the ωB97M-V functional and the def2-TZVPD basis", "relative_energy_kj_mol": 0.00, "e_homo_ha": [-0.4844, -0.4811], "spin_multiplicity": 3, "charge": 2, "symbols": ["N", "C", "C", "C", "C", "C", "C", "Pt", "P", "C", "C", "C", "C", "C", "C", "C", "Br", "H", "H", "H", "H", "H", "H", "H", "H", "H", "H", "P", "C", "C", "H", "H", "H", "H", "H", "C", "C", "H", "H", "H", "H", "H", "C", "C", "H", "H", "H", "H", "H", "C", "C", "H", "H", "H", "H", "H", "C", "C", "H", "H", "H", "H", "H", "C", "C", "H", "H", "H", "H", "H", "C", "C", "C", "O", "C", "H", "H", "H", "H", "H", "H", "H", "H"], "positions_angstrom": [[-6.93, 5.36, -6.11], [-6.50, 5.69, -4.88], [-5.61, 4.87, -4.16], [-5.08, 3.68, -4.73], [-5.50, 3.40, -6.05], [-6.51, 4.20, -6.64], [-4.14, 2.87, -3.90], [0.92, -0.17, -0.99], [4.72, -0.68, -1.17], [-2.96, 2.33, -4.32], [-1.83, 2.10, -3.48], [-0.67, 1.55, -4.06], [0.48, 1.33, -3.31], [0.32, 1.46, -1.91], [-0.74, 2.16, -1.29], [-1.86, 2.40, -2.09], [1.45, -0.56, 1.40], [-4.44, 2.73, -2.85], [-2.80, 2.15, -5.38], [-5.31, 5.16, -3.15], [-5.11, 2.56, -6.63], [-6.86, 6.63, -4.45], [-6.97, 3.87, -7.59], [-0.69, 1.26, -5.11], [-2.80, 2.76, -1.66], [1.43, 0.99, -3.72], [-0.73, 2.39, -0.23], [-0.12, -2.09, -1.36], [3.90, 0.90, -0.81], [4.83, 2.13, -0.89], [3.46, 0.81, 0.19], [3.06, 0.99, -1.54], [4.33, 3.00, -0.43], [5.77, 1.97, -0.36], [5.06, 2.37, -1.94], [3.97, -1.35, -2.69], [4.88, -2.22, -3.57], [3.53, -0.52, -3.26], [3.18, -2.00, -2.28], [4.50, -2.22, -4.61], [5.92, -1.86, -3.60], [4.88, -3.26, -3.21], [4.14, -1.94, 0.03], [4.92, -1.99, 1.35], [4.21, -2.92, -0.47], [3.08, -1.71, 0.22], [4.38, -2.64, 2.05], [5.92, -2.42, 1.19], [5.03, -0.99, 1.79], [-0.13, -3.36, -0.06], [-1.23, -4.41, -0.23], [-0.21, -2.83, 0.90], [0.86, -3.82, -0.08], [-2.20, -4.05, 0.13], [-1.35, -4.75, -1.26], [-0.97, -5.30, 0.37], [0.80, -2.85, -2.74], [0.14, -2.87, -4.11], [1.12, -3.84, -2.41], [1.72, -2.26, -2.85], [-0.76, -3.48, -4.12], [-0.10, -1.85, -4.44], [0.85, -3.29, -4.83], [-1.84, -1.77, -1.86], [-2.76, -1.29, -0.74], [-2.20, -2.73, -2.27], [-1.82, -1.04, -2.68], [-3.55, -0.65, -1.17], [-3.27, -2.12, -0.23], [-2.25, -0.69, 0.02], [-0.56, 1.32, 3.99], [-1.69, 0.32, 4.27], [-1.91, -0.27, 2.86], [-1.59, 0.72, 1.86], [-0.73, 1.69, 2.50], [-0.61, 2.21, 4.62], [0.40, 0.83, 4.12], [-2.58, 0.84, 4.64], [-1.42, -0.46, 4.98], [-1.19, -1.09, 2.72], [-2.91, -0.68, 2.67], [-1.18, 2.69, 2.38], [0.22, 1.67, 1.95]]}



No. 7
{"formula": "CClNO2S", "method": "the ωB97M-V functional and the def2-TZVPD basis", "relative_energy_kj_mol": 12.10, "e_homo_ha": -0.4300, "spin_multiplicity": 1, "charge": 0, "symbols": ["C", "N", "O", "O", "S", "Cl"], "positions_angstrom": [[2.66, -0.02, 0.22], [3.46, -0.66, 0.71], [-1.57, -0.73, -0.33], [-3.43, 0.92, -0.25], [-2.71, -0.19, 0.36], [1.58, 0.68, -0.71]]}



No. 8
{"formula": "C20H39ClN4O4Ta", "method": "the ωB97M-V functional and the def2-TZVPD basis", "relative_energy_kj_mol": 15.78, "e_homo_ha": -0.7384, "spin_multiplicity": 1, "charge": 3, "symbols": ["Ta", "C", "C", "C", "C", "C", "C", "N", "C", "C", "N", "C", "C", "O", "O", "C", "C", "C", "C", "C", "C", "N", "C", "C", "N", "C", "C", "O", "O", "H", "H", "H", "H", "H", "H", "H", "H", "H", "H", "H", "H", "H", "H", "H", "H", "H", "H", "H", "H", "H", "H", "H", "H", "H", "H", "H", "H", "H", "H", "H", "H", "H", "H", "H", "H", "H", "H", "H", "Cl"], "positions_angstrom": [[-0.09, -0.02, 0.78], [0.28, 3.93, 1.00], [1.20, 2.87, 0.42], [0.98, 2.74, -1.13], [-0.33, 2.65, -2.01], [-1.66, 3.13, -1.47], [0.00, 3.50, -3.26], [-0.52, 1.20, -2.74], [-1.31, -0.16, -2.61], [-2.13, -0.75, -1.45], [-1.64, -1.32, -0.11], [-2.80, -1.05, 0.80], [-2.90, 0.45, 1.01], [-3.77, 1.10, 1.45], [-1.65, 1.03, 0.61], [-1.29, -2.83, -0.01], [-2.24, -3.69, -0.83], [0.17, -3.18, -0.33], [1.30, -3.03, 0.73], [2.64, -3.28, 0.07], [1.09, -4.05, 1.85], [1.24, -1.64, 1.45], [2.48, -0.75, 1.69], [2.54, 0.79, 1.26], [1.25, 1.60, 1.34], [1.05, 1.95, 2.78], [0.61, 0.71, 3.53], [0.89, 0.30, 4.59], [-0.29, 0.04, 2.66], [0.22, 4.75, 0.29], [0.67, 4.37, 1.92], [-0.73, 3.57, 1.17], [2.23, 3.24, 0.48], [1.74, 2.11, -1.58], [1.33, 3.74, -1.39], [-1.58, 4.20, -1.28], [-1.99, 2.64, -0.57], [-2.43, 3.02, -2.24], [0.12, 4.54, -2.96], [-0.82, 3.47, -3.98], [0.92, 3.18, -3.74], [-0.86, 1.52, -3.65], [0.44, 0.93, -2.91], [-0.61, -0.88, -3.01], [-2.10, -0.04, -3.35], [-2.63, -1.59, -1.96], [-2.93, -0.05, -1.22], [-2.63, -1.52, 1.78], [-3.74, -1.43, 0.40], [-1.47, -3.03, 1.05], [-1.99, -3.68, -1.89], [-3.29, -3.42, -0.70], [-2.15, -4.73, -0.50], [0.46, -2.76, -1.29], [0.15, -4.26, -0.51], [2.60, -4.24, -0.45], [3.44, -3.35, 0.79], [2.90, -2.53, -0.68], [1.12, -5.06, 1.45], [0.12, -3.92, 2.35], [1.87, -3.96, 2.60], [0.93, -1.88, 2.39], [3.31, -1.21, 1.16], [2.67, -0.82, 2.76], [2.92, 0.88, 0.25], [3.26, 1.24, 1.95], [0.23, 2.67, 2.87], [1.96, 2.38, 3.21], [1.24, -0.35, -1.09]]}



| no. | DFT total energy (Ha) |
| --- | --- |
| 1 | -3201.96711 |
| 2 | -1787.32451 |
| 3 | -769.31987 |
| 4 | -555.82685 |
| 5 | -1552.75606 |
| 6 | -4639.14284 |
| 7 | -1101.67618 |
| 8 | -1821.74090 |